Entry 1:
{
  "formula": "C39H76O20S8",
  "method": "ωB97M-V with the def2-TZVPD basis set",
  "total_energy_ev": -169305.6545,
  "mol_weight_g_mol": 1121.55,
  "symbols": ["H", "S", "H", "H", "H", "O", "H", "H", "C", "O", "H", "H", "H", "H", "H", "H", "O", "C", "H", "C", "H", "C", "C", "H", "O", "C", "H", "C", "H", "C", "O", "C", "H", "S", "H", "O", "H", "H", "C", "H", "O", "H", "H", "S", "H", "C", "C", "C", "H", "O", "O", "H", "C", "C", "H", "C", "O", "H", "H", "H", "H", "O", "H", "H", "H", "C", "O", "H", "H", "H", "H", "H", "O", "H", "C", "H", "C", "C", "H", "H", "C", "C", "H", "H", "H", "H", "H", "H", "O", "S", "H", "O", "O", "C", "S", "S", "H", "H", "H", "C", "H", "H", "H", "H", "H", "C", "H", "H", "C", "H", "C", "O", "S", "C", "H", "C", "C", "C", "C", "H", "H", "O", "H", "C", "O", "H", "C", "H", "C", "H", "C", "C", "H", "H", "C", "S", "H", "H", "H", "H", "C", "H", "O"],
  "coordinates": [[-15.97621, 12.74966, -24.57682], [-13.84188, 5.10151, -22.86587], [-12.87365, 18.48077, -23.29277], [-8.51219, 16.71855, -17.13149], [-11.45701, 15.82136, -19.46511], [-8.25045, 10.72718, -19.74967], [-10.49156, 15.54457, -17.29952], [-10.83772, 10.74920, -25.64475], [-12.67613, 10.43602, -16.65777], [-10.74076, 8.79402, -28.17668], [-15.58554, 12.54162, -22.20269], [-5.78165, 16.02353, -22.78626], [-14.87291, 10.17767, -27.07838], [-12.91668, 16.78986, -17.69631], [-12.77950, 14.31393, -18.21473], [-6.96306, 15.49392, -25.15664], [-13.67854, 4.07053, -23.85369], [-11.56024, 10.59621, -26.44177], [-7.88417, 7.75197, -19.39863], [-7.35175, 15.47393, -24.13812], [-7.79791, 15.37894, -21.33791], [-13.19618, 16.92477, -18.74226], [-9.73931, 14.96663, -16.76843], [-15.72786, 18.43328, -23.53601], [-16.25031, 9.18173, -21.90486], [-7.55095, 14.20396, -18.13759], [-17.69730, 12.43216, -24.40129], [-14.91372, 17.80485, -23.18045], [-7.84006, 16.44602, -24.02813], [-14.39310, 11.28906, -18.26185], [-11.13036, 8.06305, -25.83021], [-6.39163, 15.14982, -23.00974], [-18.52144, 11.83894, -21.83995], [-9.25622, 13.66850, -17.94239], [-14.79722, 12.04713, -17.58615], [-9.32251, 12.41160, -17.23964], [-15.76718, 6.13219, -22.01246], [-8.40968, 7.84099, -16.93831], [-11.19424, 11.59787, -21.54367], [-12.48449, 16.94463, -25.44206], [-6.57877, 9.33276, -19.33254], [-7.77104, 12.61399, -22.62736], [-13.24298, 11.99180, -26.29040], [-8.67972, 14.25435, -24.08575], [-14.64442, 9.17994, -18.66285], [-13.28167, 8.73582, -27.29497], [-16.71163, 12.17413, -24.01083], [-8.47827, 15.79820, -16.54065], [-13.84070, 18.73837, -24.80112], [-15.48912, 17.11291, -20.01258], [-16.79408, 15.97513, -23.83824], [-11.06255, 12.48432, -20.92866], [-6.95704, 10.44905, -19.98337], [-12.53446, 15.86015, -19.59799], [-12.54505, 13.72969, -22.38025], [-7.23113, 14.60650, -21.87076], [-15.53501, 16.70734, -17.54430], [-13.76971, 8.39416, -24.18967], [-12.10492, 13.22780, -23.96723], [-12.47204, 16.16975, -23.90959], [-12.81477, 13.70278, -19.81063], [-6.23672, 11.11263, -20.64774], [-15.27826, 6.66035, -24.98873], [-12.46455, 11.05205, -15.78899], [-9.09774, 13.40722, -21.88206], [-12.74086, 12.94697, -23.11247], [-13.54883, 4.81173, -21.48541], [-14.88238, 16.44782, -25.85018], [-13.42883, 8.15423, -28.20215], [-6.60959, 14.15756, -21.09342], [-11.32881, 10.74552, -20.88318], [-13.02254, 17.94231, -19.07509], [-9.95885, 13.89326, -19.18251], [-16.04038, 9.81483, -17.82309], [-14.08080, 7.66809, -23.43865], [-12.29110, 10.83058, -18.75719], [-15.34892, 6.94100, -23.93558], [-13.62205, 18.07501, -23.96934], [-14.56722, 11.54404, -19.30814], [-13.69967, 8.13830, -26.48152], [-13.80335, 10.16303, -27.29021], [-13.18454, 14.53462, -19.21557], [-14.21052, 14.93443, -25.19821], [-13.76070, 12.93022, -23.47852], [-9.11410, 10.10672, -18.01726], [-6.34254, 15.53826, -16.83519], [-15.22501, 14.17018, -18.36216], [-12.56198, 12.26561, -17.80817], [-13.76678, 8.03469, -16.52030], [-14.14794, 9.41734, -16.42059], [-6.68328, 7.55711, -17.28874], [-18.49651, 9.47454, -22.90246], [-12.92538, 10.61471, -22.80185], [-13.00052, 6.60689, -23.37680], [-14.94264, 16.49731, -18.83202], [-11.50526, 8.87058, -26.96488], [-6.84803, 13.48394, -18.54104], [-7.60431, 15.03837, -18.84967], [-16.96537, 13.63268, -22.46744], [-8.86186, 9.67981, -18.98697], [-7.27076, 9.16038, -16.78295], [-13.63741, 10.61871, -28.26912], [-11.18511, 11.13487, -27.31772], [-8.46062, 16.17643, -15.51505], [-12.10947, 6.74026, -22.77353], [-7.71888, 8.65134, -18.80287], [-16.79012, 10.18316, -24.94101], [-10.13353, 14.46490, -15.89191], [-13.02223, 10.92905, -26.20783], [-10.26707, 11.41561, -22.10210], [-8.19711, 13.60697, -22.46092], [-14.92060, 9.89397, -15.29979], [-17.20368, 10.01258, -22.58796], [-16.41613, 10.69200, -24.05810], [-7.14736, 14.23152, -16.00675], [-14.96838, 9.93093, -17.94077], [-7.25028, 14.94045, -16.83875], [-15.52315, 5.76252, -23.00729], [-14.36418, 15.99827, -25.00492], [-16.13015, 4.92166, -23.32075], [-16.18020, 7.64376, -23.84856], [-8.48155, 13.23073, -25.07742], [-14.29837, 8.14574, -22.48640], [-12.30138, 11.62404, -22.55558], [-9.93785, 14.95347, -23.95881], [-5.69319, 14.39240, -23.37812], [-12.88290, 11.23570, -17.94232], [-12.75000, 16.08635, -20.64978], [-13.11787, 16.74077, -24.57598], [-14.88060, 17.86687, -22.09451], [-7.50384, 8.26639, -17.36895], [-16.62917, 12.60220, -22.53237], [-11.87059, 9.71193, -16.76673], [-12.67642, 6.41335, -24.40206], [-17.46108, 11.59658, -21.75262], [-15.39217, 16.09960, -23.54479], [-13.28155, 10.55108, -25.21406], [-17.26848, 11.48211, -20.68618], [-15.10028, 14.53291, -20.09627], [-9.72846, 9.30519, -19.52048], [-14.67959, 14.73483, -19.10838], [-15.34498, 10.53108, -23.90947], [-14.81277, 15.21302, -22.56166]]
}

=====

Entry 2:
{
  "formula": "C39H77N3O12S",
  "method": "ωB97M-V with the def2-TZVPD basis set",
  "mol_weight_g_mol": 812.12,
  "e_above_lowest_kj_mol": 0.00,
  "symbols": ["N", "H", "H", "C", "C", "C", "C", "C", "H", "O", "H", "H", "C", "H", "H", "H", "H", "H", "C", "H", "C", "H", "C", "H", "O", "C", "N", "O", "H", "H", "H", "H", "C", "H", "H", "C", "O", "C", "H", "C", "H", "C", "H", "H", "H", "H", "H", "C", "H", "H", "C", "H", "C", "C", "H", "H", "O", "H", "C", "O", "H", "H", "H", "C", "C", "C", "H", "O", "H", "H", "H", "H", "O", "O", "H", "H", "C", "H", "N", "H", "H", "C", "S", "H", "H", "H", "H", "C", "H", "C", "H", "H", "H", "C", "C", "H", "H", "C", "C", "H", "H", "H", "H", "O", "H", "H", "H", "O", "C", "H", "C", "C", "O", "C", "H", "H", "H", "H", "H", "H", "C", "C", "H", "H", "H", "C", "H", "H", "H", "H", "C", "H"],
  "coordinates": [[3.22285, -0.98176, 0.91417], [0.69686, -0.87414, 2.23366], [5.63477, -5.75246, 6.41337], [3.88892, -6.21378, 4.23690], [0.49502, 5.43597, 1.55116], [-7.91377, -5.09829, 0.66882], [-3.21563, -5.67415, 1.44260], [-7.18147, -4.17080, -0.27158], [-8.07394, 7.70125, -7.23446], [7.44724, -6.51398, 4.92811], [-5.45951, 8.20999, -7.55761], [-1.07481, -1.79509, 0.87136], [-4.22937, 4.80739, -4.23061], [0.98767, 7.42499, 0.93472], [8.20274, -9.49080, 4.70099], [7.02094, -8.80865, 5.83319], [1.11750, 5.69518, -6.34126], [1.08502, -3.92678, 0.28059], [0.63311, -0.75124, -0.93904], [4.72000, 9.59505, 1.81747], [0.52839, -1.94637, 2.32837], [0.78895, -0.38998, 0.07805], [0.15483, 4.76972, -8.00510], [-2.24719, -3.85898, 6.38906], [-6.30150, 7.24127, -4.75893], [0.24817, 6.91927, 1.56884], [4.36377, -0.98569, 0.10996], [-2.89866, -4.57618, 1.03165], [0.62869, -2.54328, -2.04552], [9.74168, -6.06002, 4.04161], [-6.18830, -3.96275, 0.12279], [-0.03872, -2.05481, 3.25494], [-7.96959, 8.09317, -6.22147], [9.91474, -7.76152, 3.57372], [3.89277, 9.07659, -1.87295], [-1.76476, -5.57554, 5.19830], [-0.33600, 4.64921, 1.15492], [-2.19338, -4.13405, 5.33464], [-9.72408, -6.16533, 1.04203], [1.34569, 5.45142, -7.37700], [0.69764, 1.87356, -0.13472], [0.34895, -3.17668, -0.01142], [0.47002, 5.22677, -10.07586], [-5.04159, -4.96091, 2.26742], [2.78378, 7.74482, -1.49856], [-0.40672, -0.63619, -1.26311], [-5.12519, -6.61125, 1.64205], [3.67064, 8.65563, 0.21619], [-1.78598, 4.35074, -5.62253], [-1.43507, -6.57410, 0.68159], [4.89639, 9.33172, 0.77675], [1.16710, 3.80976, -1.11420], [8.04924, -8.74539, 5.48276], [-0.42091, -5.94687, 5.76647], [-4.44217, 4.40242, -5.22179], [-4.28970, -6.27564, 3.18304], [-0.85774, 4.56720, -7.37546], [-2.85921, -7.63204, 0.64774], [-2.32841, -6.87516, 1.22773], [4.29855, -2.86860, 1.22182], [0.32318, 7.30054, 2.58867], [-0.75256, 7.12073, 1.18857], [-8.64957, 7.55618, -5.56368], [-5.46032, 8.58159, -6.53169], [1.84127, 4.96332, 2.04864], [8.30961, -7.36298, 4.93645], [-4.27192, 5.89555, -4.26242], [-2.47791, -6.39048, 4.65396], [1.89208, 3.87753, 1.98128], [5.11136, 10.24082, 0.21318], [-3.17576, -4.00279, 4.88443], [-5.61518, 9.66172, -6.53444], [2.68330, 8.47378, 0.89410], [2.62033, -6.33831, 6.24543], [-0.23663, -7.00558, 5.60193], [-0.75710, 1.67901, -1.10983], [-4.50288, -5.89894, 2.18298], [0.36602, -5.37456, 5.27521], [0.29278, 3.45915, -1.48523], [0.49152, 1.21633, -3.11804], [1.98022, 5.26030, 3.08917], [4.69646, -5.19842, 6.44919], [2.10229, -2.77706, 2.66374], [5.85705, -2.46226, -0.12586], [-9.30593, -6.02326, -0.67544], [4.83495, -4.21171, 6.00419], [2.63606, 5.39456, 1.43729], [3.22841, -2.09670, 1.51757], [4.53376, 7.49312, -1.36353], [9.69240, -7.08569, 4.40089], [-7.08076, -4.63740, -1.25289], [-0.92449, -3.34953, 1.65783], [1.10583, 3.64278, -9.56115], [1.06564, 1.24254, -2.18153], [3.72684, 8.21445, -1.22536], [-7.72670, -3.23070, -0.36885], [-0.40069, -5.74875, 6.83882], [3.63199, -5.95594, 5.69948], [-9.31712, -5.50094, 0.28258], [2.07093, -2.37395, -1.11406], [-0.42806, -3.73649, -0.53802], [3.05265, -6.76646, 3.81164], [-1.48126, -3.48418, 4.82336], [1.52869, -0.03875, -1.78554], [-1.61663, 5.84625, -4.66617], [10.43259, -7.21981, 5.19111], [1.57580, 6.37219, -7.91566], [-2.72059, 3.69088, -2.76695], [-6.55194, 7.90457, -5.73747], [2.21118, 4.78762, -7.40128], [-0.35213, -2.54545, 1.19498], [0.28463, 4.35246, -9.44985], [-7.39740, -5.50016, 1.68573], [-1.68640, 4.75711, -4.61794], [3.99193, -5.26558, 3.70641], [-4.49565, 8.36464, -6.07747], [4.39230, -5.07775, 7.48762], [1.96304, 1.83325, -2.39424], [-2.03369, -7.29154, 2.19225], [-9.95203, -4.61669, 0.20881], [-2.86508, 4.35262, -3.77067], [0.27396, 2.03251, -1.13469], [-0.63892, 3.87658, -9.77258], [-0.77468, 4.36344, -4.16761], [-4.98443, 4.44891, -3.53375], [4.95141, -2.08113, 0.30987], [8.72047, -8.94922, 6.31835], [-8.23009, 9.15271, -6.21114], [4.80073, -6.80151, 4.11922], [-0.49414, 3.89367, -1.02395], [0.99342, -2.22385, -1.06478], [5.75231, 8.65727, 0.72243]]
}